[1]
Entry from the OMol25 dataset: a structure of composition C3H5F6HgNO4S2 in a non-equilibrium geometry (ωB97M-V/def2-TZVPD).

CARTESIAN COORDINATES (ANGSTROEM)
F1 -1.76952 -2.52023 4.47540
H1 -1.52368 2.34020 -3.98805
N1 0.43886 -0.19518 2.95428
F2 3.18434 1.52711 3.50838
F3 4.45335 0.55041 1.96789
O1 1.75317 0.58374 0.72281
H2 0.22259 2.28448 -3.68675
H3 -0.96711 3.17842 -2.54790
F4 -2.60817 -0.47847 4.21384
Hg1 0.00362 0.00466 -0.09179
C1 3.47140 0.36169 2.88485
O2 2.15203 -1.63003 1.55186
H4 -0.88035 1.38939 -2.57301
C2 -2.24037 -1.61744 3.58454
O3 -0.30387 -2.47656 1.85228
H5 -0.24075 -1.44925 -0.78253
S1 -0.83883 -1.26999 2.36225
S2 1.93345 -0.30958 2.01128
F5 3.84850 -0.57580 3.78493
O4 -1.53820 -0.54491 1.16075
C3 -0.76637 2.30458 -3.19203
F6 -3.29468 -2.13806 2.90704

Values from the calculation:
frontier orbital gap = 7.97 eV
HOMO level = -9.45 eV

---

[2]
Entry from the OMol25 dataset: a cluster of 3 separate species, H6O3 in total in a non-equilibrium geometry (ωB97M-V/def2-TZVPD).

CARTESIAN COORDINATES (ANGSTROEM)
H1 1.01667 1.66800 -0.05089
H2 -1.65333 0.50700 -2.70489
O1 0.28067 1.17200 0.35011
H3 1.59667 -1.75400 1.40211
H4 -0.98433 0.50400 -1.35189
H5 0.31567 -1.45900 2.11611
H6 0.59667 0.39000 0.81211
O2 0.66567 -1.60300 1.20911
O3 -1.83433 0.57500 -1.78189

Values from the calculation:
frontier orbital gap = 11.28 eV
HOMO level = -10.82 eV
energy relative to the best compared isomer or geometry (same formula, charge and spin) = 42.6 kJ/mol

---

[3]
Entry from the OMol25 dataset: a structure of composition C41H56FN2O8P2S2SeY (ωB97M-V/def2-TZVPD).

CARTESIAN COORDINATES (ANGSTROEM)
C1 3.15566 -3.29241 1.86932
C2 2.70238 -4.34279 0.86128
C3 -1.71427 -3.94409 4.06313
Se1 -3.40181 -2.54524 -0.61982
N1 -4.43529 -2.50434 -2.03910
H1 2.40870 -3.12007 2.64834
C4 0.64796 -5.77545 0.44430
H2 -2.86131 3.99676 -4.18505
C5 6.96860 -2.26666 -0.47253
H3 2.21282 -3.82499 0.03614
H4 0.39252 4.70129 2.60777
H5 -0.69760 5.24843 -3.61791
H6 -3.45737 -0.33530 4.30875
S1 3.34634 -1.66121 1.12583
H7 -3.87867 -6.45943 3.36986
O1 1.86544 2.66863 1.57775
H8 -2.79731 -6.25631 1.15484
H9 -3.97961 3.56718 -2.87770
H10 3.54882 4.65128 0.56578
C6 -0.13009 0.29488 4.25241
F1 -1.68290 0.44619 6.00592
H11 -3.40032 0.51778 0.24880
C7 -4.03192 1.37527 -0.00144
H12 -1.56987 -0.25960 -5.72543
C8 -2.48884 -5.62106 1.97630
H13 1.65509 4.48091 -3.26432
H14 -3.18707 -4.98140 5.22111
C9 1.71103 -5.35889 1.45319
H15 3.29704 -2.24091 -1.70736
C10 -0.88122 -0.44547 2.03056
C11 4.32898 -2.25631 -1.37324
C12 -2.17254 -0.54217 2.57480
O2 -3.12668 2.47005 -0.38412
H16 1.14215 0.12535 2.56631
H17 -2.55102 4.73969 -1.24297
H18 -3.86357 -0.99082 -6.26699
C13 2.36484 3.90625 2.20441
H19 1.85363 2.14870 -2.48427
H20 7.48199 -2.74541 -2.49570
H21 -1.42469 -3.28585 4.87032
H22 2.23316 -6.26016 1.77725
C14 -2.15477 -0.73146 -4.94773
H23 4.32454 1.95828 -2.39965
C15 -2.45935 -0.24669 3.90145
H24 4.10651 -3.51156 2.35691
H25 1.16126 5.34047 1.12788
C16 -1.42335 0.16553 4.71909
C17 -1.48282 -4.67796 1.80379
C18 -3.49391 -1.15540 -5.26487
C19 5.36681 -2.52389 -2.25502
H26 2.51370 3.58674 3.23631
C20 -1.09093 -3.83076 2.82933
C21 5.94345 -1.98839 0.41658
S2 -0.71946 -4.61358 0.20617
C22 -4.89520 1.05826 -1.20055
Y1 -0.07712 -0.88766 -0.11270
C23 2.62039 4.11003 -2.92977
C24 -4.79575 1.83868 1.21370
H27 -4.12238 2.05701 2.04152
H28 -3.00469 -0.88666 1.96209
H29 -0.33623 -3.07429 2.65934
C25 -4.28200 -1.74897 -4.34431
H30 -0.28266 5.53193 -1.91773
H31 4.37086 3.44086 1.57324
H32 6.16336 -1.75837 1.45168
C26 -2.40688 -1.53168 -2.70723
H33 4.13999 5.08521 2.17272
O3 1.67796 3.40661 -0.85444
H34 -4.28373 0.76785 -2.05584
H35 1.70700 5.86571 2.71505
H36 -5.48478 1.05643 1.53004
P1 1.11449 2.43860 0.23675
H37 0.12994 -6.69420 0.72819
H38 3.15296 4.91407 -2.42362
C27 -2.70679 -4.89481 4.25652
H39 -5.28766 -2.07628 -4.56347
H40 3.56862 -4.85878 0.44526
P2 -1.65344 2.25577 -0.85289
C28 -1.61436 -0.90377 -3.72075
C29 -3.26144 4.30878 -3.22086
C30 -3.09577 -5.73045 3.21743
H41 -5.49447 1.92513 -1.47737
O4 -1.31637 0.83559 -1.16686
H42 -0.60954 -0.56896 -3.49737
H43 3.19948 3.81365 -3.80348
C31 3.68742 4.28834 1.58343
C32 1.33315 5.01016 2.15396
H44 -3.78154 5.25727 -3.35327
C33 -3.75621 -1.95272 -3.02409
N2 -2.02180 -1.76636 -1.46302
C34 -0.60976 2.88883 0.47021
C35 -2.14152 4.48303 -2.22340
H45 -0.93348 2.41779 1.40474
H46 -1.55912 6.48091 -2.69141
H47 1.22450 -4.95900 2.34755
C36 3.77984 2.34905 -1.54037
H48 4.39111 3.12007 -1.07371
C37 -1.10082 5.49409 -2.63537
H49 7.99278 -2.26423 -0.12875
O5 -0.07480 -3.23732 0.09542
C38 0.11694 0.00202 2.91440
H50 -5.37460 2.73161 0.98189
C39 2.46239 2.92379 -2.01196
H51 -5.57142 0.23646 -0.96421
H52 0.65035 0.62434 4.92447
C40 6.67901 -2.53427 -1.80446
O6 2.07942 -1.50631 0.31053
H53 1.06853 -5.92238 -0.55216
H54 3.63178 1.53356 -0.83379
C41 4.63392 -2.00245 -0.04639
H55 5.15089 -2.72606 -3.29486
O7 1.21984 0.99591 -0.14900
H56 -0.72995 3.96823 0.55805
O8 -1.45548 3.17672 -2.09547

Values from the calculation:
frontier orbital gap = 7.62 eV
HOMO level = -13.11 eV
energy relative to the best compared isomer or geometry (same formula, charge and spin) = 26.3 kJ/mol
total charge = +2

---

Calculated total energy across the listed records, respectively: -2021.7629; -229.3089; -6325.9324 Eh.